{
  "formula": "C4H8O2",
  "method": "ωB97M-V/def2-TZVPD",
  "species": ["C", "C", "O", "C", "C", "O", "H", "H", "H", "H", "H", "H", "H", "H"],
  "coordinates": [[-0.7726, -0.7480, 1.5276], [0.1064, -0.7342, 0.2400], [-0.3801, -1.6981, -0.6844], [0.0283, 0.6696, -0.3969], [1.1045, 1.5617, -1.0384], [0.4157, 0.8218, -1.9536], [-1.6335, -0.0603, 1.5223], [-1.1817, -1.7585, 1.6033], [-0.1923, -0.5287, 2.4327], [1.1110, -1.0680, 0.5343], [-0.7167, -1.2298, -1.4590], [-1.0392, 0.9152, -0.3827], [2.1466, 1.2460, -0.8921], [0.9916, 2.6560, -1.0711]],
  "forces_ev_per_a": [[0.1100, -0.0529, -0.1679], [0.1535, 0.4978, 0.1762], [-0.2593, 0.1527, -0.0465], [0.5087, -0.0219, -2.6231], [-0.2994, -0.1179, 1.6436], [-0.9296, -1.2734, 1.2939], [0.3258, -0.1217, -0.3041], [0.1379, 0.0736, 0.1288], [-0.0308, -0.0432, -0.2678], [-0.0540, 0.3511, -0.2529], [0.1737, -0.1286, 0.0100], [0.5942, 0.9977, 0.1496], [-0.2665, 0.0841, 0.1724], [-0.1643, -0.3974, 0.0879]],
  "nbo_charge": [-0.63, 0.06, -0.71, 0.00, -0.06, -0.52, 0.20, 0.23, 0.21, 0.18, 0.48, 0.20, 0.18, 0.18],
  "smiles": "C[C@@H](O)[C@H]1CO1",
  "homo_energy_ev": -10.3,
  "fmax_ha_per_bohr": 0.0520,
  "total_charge": 0
}

{
  "formula": "CH5NO2S",
  "method": "ωB97M-V/def2-TZVPD",
  "species": ["C", "N", "O", "O", "H", "H", "H", "S", "H", "H"],
  "coordinates": [[-1.1795, 1.5106, 0.5200], [-0.2541, 0.8467, 0.0242], [-0.0937, 0.6390, -1.2373], [-1.2658, 1.1537, -2.1999], [-1.8873, 1.8896, -0.1436], [-1.0428, 1.6795, 1.5951], [-1.7609, 0.3120, -2.3611], [-0.1045, -2.3921, 0.7554], [-0.0354, -2.5899, -0.6619], [0.8699, -1.5804, 0.7770]],
  "forces_ev_per_a": [[0.5842, 0.1159, 1.6581], [1.4701, -0.3673, -0.0589], [-1.1138, -0.2866, -1.9526], [0.5839, -0.8954, 1.0585], [-1.5177, 0.8920, -0.5336], [-0.6910, 0.0078, -0.5329], [0.7075, 0.6650, 0.3455], [-1.7208, -1.9454, -1.8811], [-0.0053, 0.3485, 1.9872], [1.7029, 1.4656, -0.0901]],
  "nbo_charge": [-0.19, -0.04, -0.11, -0.54, 0.21, 0.21, 0.46, -0.29, 0.16, 0.13],
  "smiles": "C=NOO.S",
  "homo_energy_ev": -9.6,
  "fmax_ha_per_bohr": 0.0624,
  "total_charge": 0
}

{
  "formula": "C5H12N2O3",
  "method": "ωB97M-V/def2-TZVPD",
  "species": ["C", "N", "C", "O", "C", "C", "N", "C", "O", "H", "H", "H", "H", "H", "H", "H", "H", "H", "H", "O", "H", "H"],
  "coordinates": [[-1.6410, -2.3323, -0.1447], [-0.9983, -1.4610, 0.7702], [0.2626, -1.0643, 0.6312], [1.0556, -1.5117, -0.1955], [0.6804, 0.0898, 1.5420], [1.3566, 1.3077, 0.9602], [2.5007, 0.9171, 0.2467], [2.6200, 1.0636, -1.1000], [1.7866, 1.6273, -1.7968], [-1.0636, -3.1618, -0.5862], [-2.0958, -1.7465, -0.9611], [-2.4483, -2.7567, 0.4757], [-1.5861, -1.2980, 1.5914], [1.3666, -0.2093, 2.3576], [-0.1906, 0.5941, 2.0029], [1.6994, 2.0041, 1.7494], [0.5799, 1.8274, 0.3669], [3.1790, 0.3285, 0.7365], [3.6610, 0.7333, -1.3342], [-3.8394, 1.6834, -2.1359], [-4.0023, 1.9093, -3.0797], [-2.8829, 1.4561, -2.0968]],
  "forces_ev_per_a": [[-1.4876, -1.0069, -0.5960], [-0.7822, -0.2808, 0.8376], [2.1982, 1.2965, -0.1685], [-0.9794, -0.0496, 0.3782], [-0.5851, 0.7048, 2.1287], [-0.9626, 0.3445, -0.0160], [1.2149, -0.0010, -1.1564], [0.1495, 0.7845, 0.7898], [1.0364, -0.8194, 0.2079], [0.1661, 0.5927, 0.4681], [0.1260, -0.3552, 0.1306], [0.0181, -0.2288, -0.8055], [1.0785, 0.6014, -0.4483], [-0.5731, -0.5978, -0.2704], [0.0016, -0.9447, 0.2788], [-0.6258, -0.3663, -0.0084], [1.0699, -0.0537, -0.2745], [-0.4409, 0.4010, -0.4919], [-0.6603, -0.0151, -0.9886], [0.7870, -0.0394, -0.8931], [0.2371, -0.2491, 1.0158], [-0.9862, 0.2822, -0.1175]],
  "nbo_charge": [-0.41, -0.61, 0.67, -0.62, -0.50, -0.21, -0.61, 0.55, -0.62, 0.23, 0.20, 0.19, 0.41, 0.22, 0.21, 0.20, 0.23, 0.39, 0.11, -0.95, 0.47, 0.47],
  "smiles": "CNC(=O)CCNC=O.O",
  "homo_energy_ev": -9.3,
  "fmax_ha_per_bohr": 0.0497,
  "total_charge": 0
}

{
  "formula": "C21H62N2O15",
  "method": "ωB97M-V/def2-TZVPD",
  "species": ["C", "O", "H", "H", "H", "H", "C", "C", "C", "O", "C", "N", "H", "H", "H", "H", "H", "H", "H", "H", "H", "H", "H", "C", "C", "C", "O", "C", "N", "H", "H", "H", "H", "H", "H", "H", "H", "H", "H", "H", "C", "C", "O", "O", "H", "H", "H", "H", "H", "H", "C", "C", "O", "O", "H", "H", "H", "H", "H", "H", "C", "C", "O", "O", "H", "H", "H", "H", "H", "H", "C", "C", "O", "O", "H", "H", "H", "H", "H", "H", "C", "C", "O", "O", "H", "H", "H", "H", "H", "H", "C", "C", "O", "O", "H", "H", "H", "H", "H", "H"],
  "coordinates": [[-22.1223, 0.5391, 6.7620], [-21.9624, -0.0835, 5.4956], [-21.2414, 0.4521, 7.3962], [-22.2986, 1.6122, 6.6274], [-22.9381, 0.0626, 7.3174], [-22.7771, 0.0540, 5.0082], [-20.1195, -1.2415, 15.6505], [-20.9549, -1.9399, 14.5891], [-22.3011, -1.2944, 14.3141], [-23.1743, -1.6793, 15.3743], [-24.3216, -0.8568, 15.4187], [-20.1881, -2.1137, 13.3375], [-20.5457, -1.4160, 16.6409], [-20.1358, -0.1593, 15.4911], [-19.1150, -1.6565, 15.6877], [-21.1444, -2.9306, 15.0259], [-22.7942, -1.7203, 13.4357], [-22.1401, -0.2148, 14.2473], [-25.0546, -1.3001, 16.0873], [-24.7766, -0.7823, 14.4229], [-24.0482, 0.1495, 15.7512], [-20.8093, -2.5427, 12.6536], [-19.4650, -2.8107, 13.4829], [-22.7983, 3.6684, 9.4986], [-24.2433, 3.1810, 9.5244], [-24.9843, 3.4448, 8.2265], [-24.9011, 4.8108, 7.8891], [-25.7874, 5.1761, 6.8865], [-24.2544, 1.7264, 9.8142], [-22.7189, 4.7031, 9.1670], [-22.1255, 3.0519, 8.8996], [-22.4153, 3.6282, 10.5217], [-24.7615, 3.7354, 10.3131], [-26.0397, 3.1348, 8.2834], [-24.5826, 2.8408, 7.3985], [-26.8164, 5.3609, 7.2308], [-25.9470, 4.4683, 6.0611], [-25.4716, 6.1037, 6.4088], [-24.0444, 1.6429, 10.8120], [-25.2356, 1.4529, 9.7638], [-17.7698, 0.5929, 12.0945], [-16.8904, 0.3650, 13.3150], [-17.0910, -0.9698, 13.8035], [-19.1455, 0.5244, 12.4028], [-17.5122, -0.1347, 11.3155], [-17.4935, 1.5564, 11.6614], [-17.1435, 1.0990, 14.0817], [-15.8386, 0.3938, 13.0136], [-16.8445, -0.9870, 14.7314], [-19.4014, -0.3884, 12.6467], [-22.0430, 0.7993, 12.6939], [-21.1509, 0.9039, 11.4746], [-21.6587, 0.2654, 10.3047], [-23.0782, 1.8043, 12.7000], [-21.3981, 1.0671, 13.5371], [-22.5287, -0.1760, 12.7575], [-20.1741, 0.4880, 11.7297], [-20.9459, 1.9411, 11.1858], [-22.5575, 0.6247, 10.1377], [-23.2867, 1.9445, 13.6326], [-18.7873, -0.3954, 9.1111], [-17.6377, -0.6536, 8.1788], [-18.0007, -0.3853, 6.8124], [-19.1446, 1.0198, 8.9934], [-18.4475, -0.4029, 10.1486], [-19.6253, -1.0127, 8.7879], [-17.3087, -1.6990, 8.2025], [-16.7596, -0.0585, 8.4524], [-17.1700, -0.1802, 6.3766], [-19.9872, 1.0951, 9.4646], [-23.2224, -2.6529, 10.0218], [-23.6126, -3.9732, 9.3811], [-23.0625, -5.0479, 10.1070], [-21.8510, -2.4104, 9.7935], [-23.4293, -2.7029, 11.0985], [-23.8357, -1.8174, 9.6633], [-23.1722, -3.9301, 8.3758], [-24.6883, -4.0635, 9.2573], [-22.2022, -4.7981, 10.4546], [-21.6507, -1.5188, 10.1569], [-19.4732, 3.8209, 13.8310], [-20.7742, 4.4426, 13.3453], [-20.5036, 5.7721, 12.9550], [-19.6278, 2.4951, 14.3123], [-19.1199, 4.4453, 14.6563], [-18.7142, 3.8927, 13.0509], [-21.5759, 4.3581, 14.0820], [-21.1165, 3.8766, 12.4704], [-21.2050, 6.3715, 13.2116], [-19.4237, 1.8826, 13.5764], [-21.7940, 3.4919, 17.1313], [-22.9738, 2.5634, 16.8277], [-23.2008, 2.5534, 15.4142], [-20.5444, 2.8811, 16.9334], [-21.8145, 3.7666, 18.1913], [-21.9443, 4.4183, 16.5594], [-23.8410, 2.8238, 17.4443], [-22.7202, 1.5506, 17.1445], [-23.5503, 3.4266, 15.1898], [-20.4111, 2.8151, 15.9634]],
  "forces_ev_per_a": [[-0.3706, 0.1501, 0.1744], [0.4045, -0.1220, 0.1242], [0.2899, -0.2556, -0.4721], [-0.1995, -0.0338, 0.1941], [-0.1026, 0.2749, 0.0203], [-0.0179, -0.0174, -0.0389], [-0.6124, 0.4094, 0.1558], [0.4101, -1.3524, 0.3777], [-0.1129, -1.2030, 2.1883], [0.2241, 0.1810, 0.4461], [0.2084, 0.0349, -0.2986], [-0.3107, 0.3623, -0.4076], [-0.1613, 0.0304, -0.1005], [0.4764, 0.0050, -0.0054], [0.1449, 0.2065, -0.2223], [-0.3575, -0.0348, -0.2429], [0.3493, 0.1925, -0.4975], [-0.6492, -1.2038, 1.2171], [0.1054, -0.0407, 0.1401], [-0.0586, 0.0555, -0.0209], [-0.1863, 0.0147, 0.0061], [0.0521, 0.1104, -0.1254], [0.2098, 0.2575, 0.0746], [0.1385, 0.1571, 0.4083], [0.5294, -0.0524, -0.2295], [-0.1330, -0.4029, -0.5662], [0.1927, -0.1080, 0.2113], [-1.1936, 0.6218, -1.0055], [-0.5783, 0.4080, 0.3454], [-0.1047, -0.0314, -0.0567], [-0.2705, -0.1061, -0.2231], [0.0214, 0.0208, 0.0047], [-0.0773, 0.0761, 0.0184], [-0.0216, 0.0967, 0.3653], [0.2822, -0.0131, 0.1464], [0.1453, -0.0429, 0.4864], [0.6227, -0.3886, 0.2100], [0.2959, 0.0240, 0.2342], [-0.0264, 0.0919, 0.0150], [0.1546, -0.3508, -0.1014], [1.6150, -0.5067, 0.3726], [0.0860, -0.7518, -0.2340], [-0.4094, 0.1869, -0.0742], [5.7111, -0.0179, 2.9528], [0.1244, 0.0246, 0.5975], [-0.5418, 0.1922, 0.1104], [0.1982, 0.0777, 0.0484], [-0.0290, 0.6774, 0.0006], [0.0069, -0.0255, 0.0293], [0.3625, -0.8665, 0.8349], [0.1044, 1.9578, -1.9999], [-2.7004, 0.2553, -1.0105], [-1.2157, -0.0648, -0.1714], [-0.1669, -0.0631, -0.2560], [-0.0484, -0.4183, 0.0444], [0.5716, 0.9637, -1.0258], [-3.1712, 0.3800, -2.4929], [-0.0662, 0.3175, 0.4683], [0.4162, -0.1788, -0.5284], [-0.1515, 0.0348, 0.0061], [0.0424, 2.0074, -0.6349], [0.5884, -0.2375, -0.7554], [0.1025, 0.1088, 0.6595], [-0.0229, -0.6275, -0.1202], [-0.5150, -1.5454, -0.5619], [-0.1107, -0.1924, 0.5948], [-0.2147, -0.0865, 0.4974], [-0.1514, 0.2187, 0.1158], [-0.1577, 0.0436, -0.2723], [0.0155, -0.0159, -0.2906], [-0.5641, 0.3165, 0.3099], [1.1360, 1.0352, -0.4094], [-0.5367, -0.6424, 0.2017], [0.2371, -0.0269, 0.3605], [-0.0246, -0.1690, 0.1563], [-0.0177, -0.0749, -0.3562], [-0.1284, -0.1701, -0.0730], [-0.0787, -0.2898, 0.4030], [0.0780, 0.2148, -0.2301], [-0.0947, -0.2025, -0.4014], [0.0061, 0.7568, 0.6058], [-0.1631, -0.6372, -0.8193], [0.3144, 0.2877, 0.0586], [0.1699, 0.0569, -0.6005], [0.1114, -0.1254, 0.0804], [-0.0379, -0.1002, -0.1521], [0.1777, 0.0803, 0.2547], [-0.1159, -0.0042, 0.0560], [-0.1337, -0.1011, 0.0423], [-0.2842, -0.0131, 0.4767], [-0.4388, -0.3514, 0.9940], [0.8275, 0.0516, 0.4051], [-0.5669, 0.1235, 0.2675], [-0.1581, 0.3339, -1.0563], [-0.1317, 0.0252, -0.0661], [0.2380, 0.0242, -0.0703], [-0.2547, 0.3126, -0.4984], [0.1643, -0.0394, -0.3005], [0.0478, -0.1583, -0.0445], [0.2369, -0.3830, 0.5512]],
  "lowdin_charge": [-0.16, -0.11, 0.06, 0.07, 0.07, 0.07, -0.03, -0.39, -0.22, -0.17, -0.09, 0.07, 0.09, 0.08, 0.07, 0.14, 0.13, 0.07, 0.09, 0.09, 0.07, 0.08, 0.09, -0.04, -0.40, -0.22, -0.17, -0.14, 0.05, 0.08, 0.08, 0.05, 0.14, 0.13, 0.13, 0.09, 0.09, 0.09, 0.05, 0.08, -0.18, -0.20, -0.07, -0.10, 0.11, 0.14, 0.12, 0.12, 0.08, 0.10, -0.22, -0.21, -0.10, -0.07, 0.11, 0.08, -0.04, 0.12, 0.06, 0.04, -0.20, -0.24, -0.06, -0.08, 0.07, 0.12, 0.12, 0.12, 0.08, 0.03, -0.27, -0.25, -0.06, -0.09, 0.11, 0.11, 0.12, 0.12, 0.08, 0.04, -0.21, -0.24, -0.05, -0.10, 0.13, 0.13, 0.10, 0.10, 0.09, 0.06, -0.26, -0.21, -0.10, -0.06, 0.12, 0.11, 0.12, 0.12, 0.10, 0.04],
  "homo_energy_ev": -9.2,
  "fmax_ha_per_bohr": 0.1250,
  "total_charge": 0
}

Which gap between HOMO and LUMO belongs to each record? In order, 0.4182; 0.3606; 0.3622; 0.3440 Eh.
Which ΔE to the lowest compared entry with this formula, charge and spin belongs to each record? In order, 277.9; 565.3; 134.7; 253.6 kJ/mol.